The following is a DFT calculation (the ωB97M-V functional and the def2-TZVPD basis) of a structure of composition C24H64CrF6O24PS8.

Last column: Mulliken charge in e.
Atoms and positions in Å:
Cr -0.38202 0.24209 0.20633  1.2376
P 1.32236 -3.72435 -1.29781  0.9807
F 1.16511 -3.50452 -2.86984  -0.1792
F 1.88478 -5.30906 -1.44461  -0.3958
F 2.72609 -3.02970 -1.56939  -0.3231
F 1.42834 -3.62144 0.33525  -0.1215
F 0.73551 -2.19964 -1.03025  -0.2867
F -0.31806 -4.07533 -1.18684  -0.4120
O 3.58497 -0.07736 -1.83979  -0.8045
S 2.28269 0.37093 -2.33010  0.1732
O 1.07904 0.41540 -1.43318  0.1672
O 2.49214 1.90172 -2.92825  0.4755
C 3.66923 2.30219 -3.69166  -0.4848
C 4.36352 3.64935 -3.28314  -1.2309
C 1.99465 -0.54127 -3.92213  -0.5531
H 3.30517 2.44381 -4.70926  0.3780
H 4.44091 1.53968 -3.58589  0.4738
H 5.22590 3.94886 -3.87870  0.3887
H 4.70882 3.56998 -2.25233  0.1250
H 3.63621 4.46090 -3.30564  0.3572
H 2.32046 0.02015 -4.79777  0.5255
H 0.91815 -0.71087 -3.94404  -0.5092
H 2.45985 -1.49121 -3.65886  0.5299
O -0.49711 0.78481 2.23712  0.0760
S -0.65055 0.78589 3.69709  0.7935
O -2.01627 0.72925 4.23947  -0.6934
O 0.22235 -0.54364 4.17853  -0.0336
C 0.61206 -0.60229 5.54445  -0.6114
C 0.23361 -2.06860 6.02674  -0.7098
C 0.36535 2.13027 4.48720  -1.1385
H 0.12795 0.17361 6.13751  0.5604
H 1.68499 -0.41508 5.50110  0.3197
H 0.83465 -2.68253 5.35597  0.0735
H -0.84700 -2.10129 5.88779  -0.0043
H 0.40847 -2.17963 7.09687  0.4303
H 1.39891 1.82551 4.65142  0.3258
H -0.07156 2.34892 5.46157  0.5260
H 0.42992 3.03377 3.88089  0.3949
O -4.87178 0.05496 -0.10603  -0.6890
S -3.98411 0.90038 0.67973  0.8426
O -2.48931 0.70643 0.59038  -0.2532
O -4.25936 2.56927 0.33625  -0.0055
C -5.63330 3.03748 0.32958  -0.2797
C -5.69326 4.31770 -0.47867  -1.2733
C -4.57450 0.81458 2.35720  -0.5651
H -6.16090 3.12948 1.27893  0.3369
H -6.22955 2.31064 -0.22204  0.3806
H -5.07221 5.11940 -0.07910  0.3691
H -6.69746 4.69172 -0.67820  0.4018
H -5.10240 4.22404 -1.38982  0.3111
H -4.14854 1.66076 2.89630  0.4180
H -4.22468 -0.06680 2.89471  -0.3166
H -5.64900 0.99139 2.30935  0.5300
O 0.92913 2.04323 0.73673  -0.2312
S 2.10852 2.85219 0.86713  1.1086
O 2.56357 3.35244 2.14479  -0.7421
O 3.41320 1.99547 0.21154  -0.1894
C 4.75649 2.44581 0.41978  -0.6134
C 5.83340 1.50897 -0.23259  -0.8504
C 2.21085 4.28847 -0.23261  -1.0431
H 4.81335 2.55858 1.50244  0.4120
H 4.86576 3.50411 0.18280  0.4130
H 5.97103 1.62144 -1.30800  0.1651
H 5.60987 0.47683 0.03725  0.0417
H 6.84207 1.79125 0.06906  0.4818
H 2.57229 3.83768 -1.15687  -0.0349
H 3.00692 4.85044 0.25581  0.5058
H 1.34081 4.94418 -0.26676  0.4099
O -0.94828 1.72749 -1.22237  -0.3537
S -1.09848 2.74423 -2.29803  1.1424
O -0.20759 3.90528 -2.25356  -0.7943
O -0.84348 1.80227 -3.71315  0.0528
C -0.31178 2.56101 -4.76671  0.1871
C -0.30928 1.72178 -6.00082  -1.3949
C -2.84473 3.17035 -2.66679  -0.6778
H 0.70268 2.79440 -4.44342  -0.2383
H -0.74739 3.55660 -4.85111  0.5794
H 0.48634 0.99818 -6.17827  0.2240
H -0.33933 2.38398 -6.86609  0.4698
H -1.22261 1.13388 -6.09196  0.2763
H -3.37353 3.28807 -1.72096  -0.2478
H -3.31930 2.27126 -3.05985  0.4455
H -3.02841 4.07049 -3.25341  0.5589
O -3.48098 -2.64873 1.02231  -0.6891
S -2.22302 -2.38072 1.69545  0.5942
O -1.17967 -1.48040 1.10722  -0.5508
O -2.54273 -1.86361 3.27180  0.6163
C -3.51609 -2.61549 4.12225  -0.6684
C -4.21552 -1.70661 5.19381  -1.0732
C -1.26049 -3.92456 2.06694  -1.1565
H -2.91983 -3.43709 4.51916  0.3496
H -4.27532 -3.07229 3.48741  0.5277
H -4.97164 -1.10034 4.69499  0.2982
H -3.50420 -1.03136 5.66936  0.1837
H -4.82720 -2.05117 6.02761  0.4408
H -1.93099 -4.63485 2.55070  0.5853
H -0.30880 -3.79945 2.58342  0.0733
H -0.97413 -4.35545 1.10755  0.3070
O 1.35911 -0.63776 1.11917  -0.3732
S 2.40096 -1.00364 2.08439  0.7281
O 2.73047 -0.04834 3.08964  -0.6842
O 2.12208 -2.46976 2.82353  0.2001
C 3.11153 -3.20741 3.61155  -0.3340
C 2.82404 -4.73280 3.48582  -1.1119
C 3.92280 -1.50102 1.15897  -0.7290
H 3.22865 -2.89159 4.64820  0.2885
H 4.01528 -2.90587 3.08201  0.4978
H 3.55972 -5.40750 3.92362  0.4269
H 2.58810 -5.03942 2.46680  0.1694
H 1.90384 -4.80487 4.06560  0.2798
H 3.85656 -2.51167 0.75614  0.2706
H 4.78454 -1.22561 1.76694  0.7664
H 3.81548 -0.94830 0.22565  -0.4865
O -1.44988 -0.78353 -1.25698  -0.2802
S -2.13140 -1.12662 -2.48789  0.8727
O -2.94102 -0.13463 -3.23749  -0.7620
O -0.93377 -1.78282 -3.48764  0.2712
C -1.42652 -2.38575 -4.73414  -0.5213
C -0.29505 -2.55248 -5.82468  -1.0432
C -3.08527 -2.65459 -2.32825  -1.0303
H -2.34277 -1.87611 -5.03221  0.5999
H -1.64270 -3.43714 -4.54449  0.2322
H 0.01158 -1.52937 -6.04219  0.0999
H -0.59555 -3.08646 -6.72616  0.4159
H 0.58252 -3.06211 -5.42686  0.2190
H -2.30429 -3.40174 -2.18705  0.2630
H -3.74680 -2.68302 -3.19409  0.4295
H -3.71293 -2.52701 -1.44627  0.3962

Atoms 1-2, force components in eV/Å:
-0.4 -0.7 -0.5
-1.8 1.9 0.3

Summary:
**Total charge**: +1
**Multiplicity**: 5
**⟨S²⟩**: 6.00
**Frontier orbital gap (alpha / beta)**: 8.60 / 11.07 eV